(1)
Molecular formula: C7H15N2O2S
Method: DFT, ωB97M-V/def2-TZVPD

## Properties
DFT total energy: -25399.8063 eV
strongest force on any atom: 0.104 hartree/bohr
⟨S²⟩: 2.007
charge: +1
spin multiplicity: 3

XYZ file:
```
27
Properties=species:S:1:pos:R:3:lowdin_charge:R:1
C -1.64643 0.00757 -0.20235 -0.6335
C 0.68205 0.37854 0.04858 -0.1771
C 0.51252 -1.17162 -0.76102 -0.4767
C 2.60291 -0.09528 1.69705 -0.0051
C -3.34102 1.80288 0.21908 0.0041
C 1.16979 -2.04082 -2.91056 0.0184
C 1.10194 0.15175 1.50742 -0.3462
N -0.64708 0.87653 -0.02541 0.0140
N -2.91586 0.35750 -0.13423 -0.0061
O 0.68139 1.40711 2.14195 -0.0685
O 0.71662 -0.85872 -2.09968 -0.1933
S -1.22028 -1.70685 -0.51669 1.2390
H 1.45356 0.83208 -0.46148 0.1218
H 1.24160 -1.95182 -0.41501 0.1408
H 3.02572 0.08517 0.74292 0.0680
H 2.89063 -1.07645 2.02052 0.0784
H 2.98933 0.55408 2.50737 0.0987
H -2.84800 2.64658 -0.38829 0.1202
H -4.40926 1.75318 0.13909 0.0740
H -2.98872 1.89705 1.32168 0.1270
H 2.21429 -2.24126 -2.72727 0.0982
H 1.10992 -1.58586 -3.84955 0.0790
H 0.39937 -2.79615 -2.66754 0.0968
H 0.43931 -0.64873 1.81251 0.1319
H -0.82910 1.81698 0.31653 0.1429
H -3.69285 -0.26320 -0.09077 0.1238
H 1.30765 1.86975 2.77514 0.1295
```

---

(2)
Molecular formula: C7H15N4
Method: DFT, ωB97M-V/def2-TZVPD

## Properties
DFT total energy: -13453.5651 eV
strongest force on any atom: 0.134 hartree/bohr
charge: +1

XYZ file:
```
26
Properties=species:S:1:pos:R:3:lowdin_charge:R:1
C 0.42137 0.67202 -0.19723 -0.3686
C -2.03780 -2.19157 0.09480 -0.2159
C 1.03095 1.85701 -0.89642 -0.0084
C -1.48260 -3.00522 0.86460 0.0632
C -1.69466 1.70305 0.14997 -0.2211
C 3.17843 -0.77579 -0.30063 -0.0908
C 2.40097 -0.20109 0.82746 -0.2606
N -1.02622 0.67028 -0.14746 0.1076
N 0.94982 -0.17110 0.53403 0.1154
N -2.93096 1.75396 0.26315 0.2023
N -2.62987 -1.33248 -0.61464 0.0728
H 2.12005 1.69586 -1.02569 0.0812
H 0.68753 2.07247 -1.94029 0.1165
H -0.41189 -3.10893 0.83847 0.0869
H -1.98028 -3.65835 1.46498 0.0570
H -0.96759 2.48524 0.35432 0.1616
H 2.95590 -1.82994 -0.35577 0.0667
H 2.77904 -0.23483 -1.29424 0.1164
H 4.26042 -0.71407 -0.12282 0.0873
H 2.62595 -0.75234 1.73010 0.1121
H 2.55343 0.85712 0.97466 0.1028
H -1.47184 -0.22685 -0.53642 0.0915
H -3.36442 2.54803 0.74672 0.1562
H -3.59067 0.95557 0.22196 0.1528
H -3.28680 -1.79101 -1.33667 0.1470
H 0.91173 2.72298 -0.29693 0.0682
```

---

(3)
Molecular formula: C7H15N5O
Method: DFT, ωB97M-V/def2-TZVPD

## Properties
DFT total energy: -16980.8015 eV
strongest force on any atom: 0.085 hartree/bohr
SMILES: C[NH+]1CCN([n+]2nocc2N)CC1
charge: +2

XYZ file:
```
28
Properties=species:S:1:pos:R:3:lowdin_charge:R:1
C -4.13121 0.17285 0.12172 0.0453
C -2.94345 0.85437 0.24443 -0.1691
C 0.07098 0.62811 -0.95336 -0.0926
C 0.01523 -1.49813 0.16401 -0.1059
C 1.49534 0.86333 -0.45718 -0.0785
C 1.43714 -1.27992 0.66833 -0.0731
C 3.59624 -0.20962 0.19678 0.0327
N -2.63262 -1.34410 -0.28544 0.1610
N -1.97573 -0.24949 -0.06747 0.0058
N -0.62639 -0.19210 0.03730 -0.0854
N -2.58511 2.11645 0.44302 0.1871
N 2.20897 -0.42287 -0.26743 -0.1479
O -3.89138 -1.10450 -0.17361 0.1062
H -5.14759 0.48467 0.26468 0.1612
H -0.43773 1.58722 -1.06714 0.1350
H 0.08747 0.13296 -1.93487 0.1497
H 0.01034 -2.03711 -0.79302 0.1464
H -0.53826 -2.09866 0.88863 0.1478
H 2.03253 1.47899 -1.18165 0.1580
H 1.48054 1.38212 0.50480 0.1539
H 1.41800 -0.78400 1.64298 0.1575
H 1.93908 -2.24498 0.77589 0.1581
H 3.59720 0.34762 1.13326 0.1240
H 4.09518 -1.16304 0.35982 0.1229
H 4.16184 0.35301 -0.54366 0.1233
H -3.31877 2.78430 0.63288 0.1474
H -1.67939 2.34511 0.82269 0.1244
H 2.26155 -0.90258 -1.17641 0.2048
```

---

Energy above the lowest of the compared OMol25 structures with the same formula, charge and spin, respectively: 0.0; 63.2; 24.2 kcal/mol.